[1]
C16H32Br14ClNO4PS | wB97M-V/def2-TZVPD

```
! wB97M-V def2-TZVPD RIJCOSX def2/J DEFGRID3
* xyz -1 1
O 3.8795 1.5823 1.8811
C 3.8919 1.9944 0.7166
O 4.7076 1.6041 -0.1802
C 2.8109 3.0749 0.2559
N 1.9122 2.4048 -0.7260
Cl 1.5763 3.3893 -2.1066
P 0.4632 1.7497 -0.0410
O -0.7613 2.9117 0.1866
O 0.8362 1.1476 1.4394
S -0.1384 0.3608 -1.2864
H 3.3439 3.9419 -0.2020
H 2.2729 3.4941 1.1475
H -1.0611 2.8532 1.1146
H 0.6813 1.8476 2.1036
Br -1.4361 -2.1148 0.7143
C 0.1903 -2.6960 1.6106
C 0.0136 -2.7355 3.1083
Br 0.0694 -0.9531 3.8924
H 0.9857 -2.0273 1.2861
H 0.3832 -3.6971 1.2264
H 0.8384 -3.2730 3.5755
H -0.9286 -3.1842 3.4154
Br -2.1656 1.9638 -1.5155
C -3.5915 2.9801 -2.4125
C -4.8322 2.1460 -2.6024
Br -4.6199 0.8820 -4.0751
H -3.1775 3.3466 -3.3488
H -3.7992 3.8260 -1.7537
H -5.6796 2.7704 -2.8881
H -5.0972 1.5647 -1.7223
Br 9.8054 -1.1660 0.7363
C 8.4189 -0.2317 -0.2725
C 7.2312 -1.1166 -0.5284
Br 7.5893 -2.4039 -1.9555
H 8.8843 0.1344 -1.1838
H 8.1339 0.6136 0.3521
H 6.3854 -0.5254 -0.8832
H 6.9268 -1.6893 0.3432
Br -3.9918 1.3214 7.0821
C -3.0548 -0.2343 7.7871
C -2.3866 -1.0192 6.6883
Br -3.6766 -2.0800 5.6870
H -3.7831 -0.8156 8.3470
H -2.3118 0.1695 8.4740
H -1.6876 -1.7426 7.1060
H -1.8662 -0.3941 5.9685
Br 5.5627 0.1615 -5.7480
C 3.7811 0.6032 -5.0877
C 3.7486 0.6625 -3.5835
Br 3.7421 -1.1170 -2.8015
H 3.0988 -0.1345 -5.5022
H 3.5561 1.5807 -5.5131
H 2.8249 1.1256 -3.2387
H 4.5958 1.1921 -3.1535
Br -2.0856 3.2544 -8.8360
C -3.4664 2.7741 -7.5478
C -4.0097 3.9908 -6.8464
Br -2.7739 4.6354 -5.4872
H -3.0279 2.0486 -6.8672
H -4.2466 2.2913 -8.1348
H -4.9227 3.7434 -6.3056
H -4.2045 4.8230 -7.5183
Br -6.1278 -5.5279 5.3405
C -4.9394 -6.8584 4.5586
C -3.5354 -6.3292 4.4242
Br -3.3785 -5.1050 2.9193
H -5.3771 -7.1560 3.6092
H -4.9659 -7.7022 5.2474
H -2.8408 -7.1394 4.2046
H -3.1930 -5.7923 5.3059
*
```

Values from the calculation:
- LUMO: 1.6 eV
- Total energy: -38220.56878 Ha

The net atomic charges from Mulliken, expressed in e, are:
1. O -0.71
2. C 0.57
3. O -0.67
4. C -0.61
5. N 0.12
6. Cl -0.14
7. P 0.58
8. O -0.46
9. O -0.25
10. S -0.49
11. H 0.36
12. H 0.25
13. H 0.25
14. H 0.22
15. Br -0.10
16. C -0.66
17. C -0.21
18. Br -0.13
19. H 0.37
20. H 0.38
21. H 0.39
22. H 0.01
23. Br 0.10
24. C -0.19
25. C -0.58
26. Br -0.19
27. H -0.26
28. H 0.36
29. H 0.36
30. H 0.40
31. Br -0.20
32. C -0.55
33. C -0.19
34. Br -0.17
35. H 0.41
36. H 0.33
37. H -0.05
38. H 0.40
39. Br -0.16
40. C -0.55
41. C -0.51
42. Br -0.09
43. H 0.36
44. H 0.36
45. H 0.35
46. H 0.21
47. Br -0.18
48. C -0.57
49. C -0.22
50. Br -0.12
51. H 0.40
52. H 0.38
53. H -0.09
54. H 0.41
55. Br -0.15
56. C -0.53
57. C -0.56
58. Br -0.14
59. H 0.31
60. H 0.36
61. H 0.30
62. H 0.39
63. Br -0.14
64. C -0.56
65. C -0.62
66. Br -0.12
67. H 0.35
68. H 0.34
69. H 0.37
70. H 0.35

[2]
C42H79BN10O7PS2 | wB97M-V/def2-TZVPD

```
! wB97M-V def2-TZVPD RIJCOSX def2/J DEFGRID3
* xyz 1 1
C -5.1415 1.7291 -0.5169
C -4.8330 0.4897 0.4197
N -3.4289 0.3064 0.7476
C -2.6912 -0.8535 0.4066
C -3.4002 -2.2642 0.4972
C -4.5436 -2.4950 1.5234
C -4.2969 -3.7266 2.4996
S -5.7135 -4.9349 2.3736
C -2.0450 -0.8994 -1.0819
P -3.1758 -0.5512 -2.5265
O -4.7360 -1.0474 -2.3599
O -2.5556 -1.4943 -3.7815
S -3.0853 1.2559 -3.2278
N -0.8444 -0.1125 -1.2603
O 0.2427 -0.8788 -1.6357
C 1.1137 -0.2170 -2.5740
C 0.4258 0.7444 -3.5774
N 0.1620 2.0912 -3.0422
C 1.3691 2.9135 -2.9711
C 0.9828 4.2618 -2.1938
C 1.7137 4.3075 -0.8020
O -0.4376 4.3717 -1.9898
C -0.5836 0.8980 -0.2508
C -0.5207 0.2169 1.1950
C 0.9911 -0.2785 1.3190
B 1.5985 -0.3500 2.7949
O 3.0158 -0.3302 2.8903
O 0.9142 -0.4854 4.0006
O -0.7128 1.1652 2.2293
C -0.2545 2.4863 1.9331
C -0.1104 3.2274 3.3279
N -1.4347 -0.9651 1.2696
C -1.6627 -1.4779 2.6358
C -2.5526 -0.8326 3.5563
C -2.6269 -1.5163 4.8052
C -1.8855 -2.7057 5.0026
N -1.0316 -3.3444 4.1755
C -1.0029 -2.6637 3.0143
H -5.4958 1.3758 -1.5142
H -5.9632 2.3575 -0.1150
H -4.2264 2.3180 -0.7290
H -5.3944 -0.3868 0.0421
H -5.3585 0.7590 1.3763
H -3.0789 0.8855 1.4952
H -3.8131 -2.4704 -0.5210
H -2.6390 -3.0753 0.6374
H -5.4690 -2.7506 0.9606
H -4.8135 -1.6041 2.1367
H -3.3960 -4.3056 2.2099
H -4.2737 -3.4244 3.5634
H -6.7528 -4.2250 1.8229
H -1.7087 -1.9677 -1.1993
H -5.1282 -1.3081 -3.2122
H -2.5499 -2.4129 -3.4433
H 1.8322 0.4027 -1.9710
H 1.7463 -0.9686 -3.0927
H 1.1457 0.8727 -4.4339
H -0.4583 0.2302 -4.0030
H -0.4589 2.5222 -3.7303
H 2.1978 2.4337 -2.4075
H 1.7613 3.2351 -3.9688
H 1.2610 5.1683 -2.7773
H 1.1073 4.8572 -0.0460
H 1.8893 3.2842 -0.4060
H 2.6632 4.8741 -0.9317
H -0.6420 4.3176 -1.0487
H 0.3420 1.4427 -0.4978
H -1.4295 1.6247 -0.3334
H 1.1335 -1.2932 0.8561
H 1.6684 0.3827 0.7277
H 3.3618 0.5626 2.7399
H 1.1938 -1.2727 4.4935
H -0.9419 3.1017 1.3171
H 0.7741 2.4919 1.4978
H -0.6967 4.1658 3.3648
H -0.3984 2.5105 4.1325
H 0.9642 3.4537 3.5214
H -0.9158 -1.7167 0.7891
H -3.1146 0.0909 3.3762
H -3.2647 -1.1208 5.6113
H -2.0180 -3.2023 5.9883
H -0.3451 -3.1273 2.2382
C -3.2579 7.4397 -2.5038
C -3.9986 8.0257 -1.3060
C -3.4895 7.4822 0.0324
C -3.6728 6.0133 0.0889
N -3.8179 4.8785 0.1324
H -3.3970 6.3590 -2.5737
H -3.6323 7.8754 -3.4311
H -2.1864 7.6443 -2.4410
H -5.0656 7.8130 -1.4085
H -3.8860 9.1120 -1.3132
H -4.0377 7.9380 0.8584
H -2.4301 7.7126 0.1614
C 3.1061 5.2698 -6.5732
C 2.8350 4.6270 -7.9292
C 1.3519 4.3201 -8.1579
C 0.8609 3.3742 -7.1289
N 0.4815 2.6434 -6.3339
H 2.8318 4.6046 -5.7514
H 4.1677 5.4968 -6.4660
H 2.5469 6.2021 -6.4622
H 3.4186 3.7066 -8.0094
H 3.1836 5.2975 -8.7175
H 1.2065 3.8752 -9.1433
H 0.7589 5.2353 -8.1092
C 3.5391 -5.9195 2.5178
C 3.4960 -4.4411 2.8815
C 3.7457 -3.5233 1.6817
C 5.0854 -3.7762 1.1085
N 6.1247 -3.9705 0.6721
H 4.5225 -6.2158 2.1474
H 3.3253 -6.5314 3.3943
H 2.7973 -6.1547 1.7514
H 4.2386 -4.2428 3.6583
H 2.5150 -4.2093 3.3077
H 3.6892 -2.4769 1.9888
H 2.9907 -3.6919 0.9094
C 9.9150 0.1851 -1.5459
C 9.4936 -1.0254 -0.7195
C 7.9734 -1.1939 -0.6390
C 7.3586 -0.0053 -0.0012
N 6.8836 0.9129 0.4920
H 9.5575 1.1173 -1.1040
H 11.0028 0.2483 -1.5999
H 9.5282 0.1175 -2.5658
H 9.9076 -0.9296 0.2872
H 9.9266 -1.9259 -1.1604
H 7.7227 -2.0784 -0.0511
H 7.5485 -1.3198 -1.6367
C -2.3073 -9.4046 4.7873
C -2.3355 -7.9231 5.1466
C -2.0688 -7.0127 3.9440
C -0.7277 -7.2906 3.3780
N 0.3096 -7.5049 2.9430
H -1.3252 -9.7107 4.4219
H -2.5303 -10.0122 5.6652
H -3.0478 -9.6356 4.0178
H -1.5929 -7.7318 5.9254
H -3.3131 -7.6769 5.5677
H -2.1122 -5.9646 4.2472
H -2.8214 -7.1729 3.1684
*
```

Values from the calculation:
- LUMO: -2.8 eV
- Total energy: -3884.28585 Ha

Atomic partial charges in e from the Mulliken method, atoms 1 to 99:
1. C -0.93
2. C -0.56
3. N 0.81
4. C -1.02
5. C -1.37
6. C -1.17
7. C -0.22
8. S -0.24
9. C -1.43
10. P 0.82
11. O -0.51
12. O -0.57
13. S -0.38
14. N 1.57
15. O -0.60
16. C -0.47
17. C -1.15
18. N 0.47
19. C -0.40
20. C 0.48
21. C -1.26
22. O -0.52
23. C -1.83
24. C 1.02
25. C -1.12
26. B 1.01
27. O -0.62
28. O -0.71
29. O -0.32
30. C 0.73
31. C -1.37
32. N 1.28
33. C 1.08
34. C -0.69
35. C -1.00
36. C -0.63
37. N -0.49
38. C -0.86
39. H 0.25
40. H 0.33
41. H 0.07
42. H 0.15
43. H 0.69
44. H 0.54
45. H 0.66
46. H 0.39
47. H 0.94
48. H 0.13
49. H 0.12
50. H 0.19
51. H 0.16
52. H 0.79
53. H 0.38
54. H 0.33
55. H 0.15
56. H 0.46
57. H 0.44
58. H 0.42
59. H 0.30
60. H 0.48
61. H -0.54
62. H 0.45
63. H 0.36
64. H 0.10
65. H 0.41
66. H 0.11
67. H 0.36
68. H 0.04
69. H 0.41
70. H -0.33
71. H 0.31
72. H 0.25
73. H 0.09
74. H -0.19
75. H 0.35
76. H 0.27
77. H 0.37
78. H 0.97
79. H 0.49
80. H 0.42
81. H 0.42
82. H 0.61
83. C -1.08
84. C -0.43
85. C -0.41
86. C 0.27
87. N -0.45
88. H 0.31
89. H 0.35
90. H 0.27
91. H 0.30
92. H 0.31
93. H 0.30
94. H 0.27
95. C -0.81
96. C -0.46
97. C -0.51
98. C 0.30
99. N -0.39

[3]
C5H13PS | wB97M-V/def2-TZVPD

```
! wB97M-V def2-TZVPD RIJCOSX def2/J DEFGRID3
* xyz 0 1
C -0.6102 -1.1444 1.0143
C -0.9949 -0.6231 -2.2862
C 1.4273 1.2653 1.4187
C -0.3155 0.4181 -1.4083
C 0.0526 1.7976 1.0367
P -1.1051 0.5555 0.2786
S 1.0003 -2.9892 1.1159
H -1.3501 -1.8587 0.6758
H -0.6230 -1.0776 2.0958
H -1.0944 -1.5699 -1.7567
H -1.9892 -0.2924 -2.5819
H -0.4078 -0.8018 -3.1848
H 1.3457 0.5486 2.2307
H 1.9112 0.7701 0.5809
H 2.0602 2.0881 1.7437
H -0.3478 1.3982 -1.8912
H 0.7307 0.1477 -1.2508
H 0.1423 2.6137 0.3134
H -0.4440 2.2031 1.9223
H 0.6118 -3.4489 -0.0671
*
```

Values from the calculation:
- LUMO: -0.8 eV
- Total energy: -937.75833 Ha
- ΔE to the lowest compared entry with this formula, charge and spin: 3.2210 eV

The net atomic charges from Mulliken, expressed in e, are:
1. C -1.14
2. C -1.20
3. C -1.04
4. C -0.49
5. C -0.49
6. P 0.14
7. S -0.24
8. H 0.54
9. H 0.53
10. H 0.29
11. H 0.33
12. H 0.36
13. H 0.28
14. H 0.27
15. H 0.35
16. H 0.42
17. H 0.28
18. H 0.32
19. H 0.40
20. H 0.09

[4]
C5H13NO | wB97M-V/def2-TZVPD

```
! wB97M-V def2-TZVPD RIJCOSX def2/J DEFGRID3
* xyz 0 1
C -0.5515 1.1457 -0.5836
C -2.0679 1.3900 -0.6145
O -2.8867 0.4010 -0.0582
C -0.0182 -0.2595 -0.6671
N 1.2335 -0.3771 0.0850
C 1.9998 -1.5904 -0.3596
C 0.9365 -0.2410 1.5032
H -0.2179 1.5223 0.4677
H -0.0831 1.8425 -1.2480
H -2.4125 1.5680 -1.6809
H -2.1942 2.3016 -0.0402
H -2.5603 0.1220 0.8544
H -0.7949 -0.8769 -0.2012
H 0.1054 -0.6949 -1.7180
H 3.0708 -1.4260 0.0798
H 1.7816 -2.5261 0.1299
H 2.1574 -1.7393 -1.4127
H -0.1622 -0.6376 1.6872
H 1.6561 -0.7663 2.1563
H 1.0082 0.8422 1.6204
*
```

Values from the calculation:
- LUMO: 0.9 eV
- SMILES: CN(C)CCCO
- Total energy: -328.22701 Ha
- ΔE to the lowest compared entry with this formula, charge and spin: 2.4991 eV

The net atomic charges from Mulliken, expressed in e, are:
1. C -0.31
2. C -0.53
3. O -0.53
4. C -0.55
5. N -0.08
6. C -1.01
7. C -0.82
8. H 0.04
9. H 0.37
10. H 0.29
11. H 0.33
12. H 0.30
13. H 0.25
14. H 0.38
15. H 0.32
16. H 0.37
17. H 0.35
18. H 0.18
19. H 0.38
20. H 0.27